Entry 1:
{
  "formula": "C12H39BCl2MnO12P",
  "method": "the ωB97M-V functional and the def2-TZVPD basis",
  "largest_force_ha_per_bohr": 0.034,
  "spin_multiplicity": 6,
  "total_charge": 1,
  "e_lumo_ev": [-3.17, -3.55],
  "e_tot_ha": -3820.8819,
  "molar_mass_da": 543.06,
  "elements": ["Mn", "B", "H", "H", "H", "H", "C", "O", "P", "O", "O", "C", "O", "C", "H", "H", "H", "H", "H", "H", "H", "H", "H", "C", "C", "O", "O", "H", "H", "H", "H", "H", "H", "C", "C", "O", "O", "H", "H", "H", "H", "H", "H", "C", "C", "O", "O", "H", "H", "H", "H", "H", "H", "C", "C", "O", "O", "H", "H", "H", "H", "H", "H", "C", "Cl", "Cl", "H", "H"],
  "coordinates": [[0.68863, 12.97189, 9.82303], [1.37952, 11.46425, 8.23449], [1.47333, 12.64565, 8.18150], [0.96179, 11.04345, 7.18862], [2.48152, 11.04455, 8.45913], [0.60313, 11.13287, 9.07649], [-0.49683, 17.89006, 7.09319], [-0.23282, 16.85279, 8.05227], [1.18045, 16.17286, 8.01991], [1.19064, 14.87989, 8.71969], [1.67510, 16.12453, 6.55248], [1.30354, 14.99117, 5.74319], [2.15610, 17.24934, 8.59457], [1.86523, 17.82945, 9.87370], [0.30597, 18.62207, 7.03154], [-1.39733, 18.42414, 7.40141], [-0.76897, 17.49163, 6.11595], [2.17063, 14.66097, 5.16868], [0.52278, 15.24725, 5.03108], [1.03509, 14.09695, 6.30903], [2.06694, 17.09300, 10.65272], [0.83870, 18.19119, 9.94793], [2.51115, 18.69460, 9.98475], [4.03617, 13.60984, 9.66648], [4.67596, 14.94848, 9.93289], [5.60214, 14.91219, 10.99817], [2.81855, 13.38686, 10.40867], [4.75352, 12.83589, 9.94982], [3.86598, 13.51785, 8.59677], [3.92898, 15.72878, 10.11760], [5.20809, 15.26354, 9.03309], [5.25160, 15.27727, 11.81274], [3.06343, 13.43683, 11.33920], [1.01034, 7.36796, 8.96903], [1.24882, 6.36034, 10.05654], [2.43599, 6.60908, 10.78953], [0.84068, 8.66619, 9.54288], [0.19967, 7.11478, 8.28577], [1.93928, 7.40649, 8.37692], [1.36507, 5.37380, 9.58589], [0.38848, 6.28732, 10.72118], [3.13644, 6.83917, 10.17118], [1.05559, 9.31552, 8.86448], [3.17539, 10.98921, 4.63230], [3.38121, 9.64035, 5.32353], [3.69133, 9.78795, 6.68144], [1.90891, 11.57242, 4.92639], [3.36558, 10.88020, 3.56686], [3.93887, 11.67308, 5.03565], [4.13566, 9.04421, 4.82005], [2.40348, 9.14578, 5.20449], [2.98765, 10.20759, 7.17988], [1.79443, 11.57601, 5.88549], [-0.39408, 13.62570, 12.69036], [0.29993, 12.30622, 12.92167], [0.58012, 11.70822, 11.61815], [0.34730, 14.33573, 11.66144], [-0.35014, 14.20104, 13.61737], [-1.44983, 13.51213, 12.43104], [-0.35421, 11.65931, 13.49789], [1.28902, 12.53270, 13.32184], [0.79405, 10.77595, 11.76709], [-0.03307, 15.22071, 11.60486], [-1.44964, 9.95783, 5.71603], [-0.68493, 8.38231, 5.93722], [-3.05371, 9.86332, 5.00656], [-1.51076, 10.48200, 6.66121], [-0.79322, 10.49842, 5.04260]]
}

***

Entry 2:
{
  "formula": "C15H7Co2NO8",
  "method": "the ωB97M-V functional and the def2-TZVPD basis",
  "largest_force_ha_per_bohr": 0.095,
  "spin_multiplicity": 1,
  "relative_energy_kcal_mol": 21.7,
  "total_charge": -2,
  "e_lumo_ev": 5.18,
  "e_tot_ha": -3997.8423,
  "molar_mass_da": 447.09,
  "elements": ["N", "O", "O", "O", "C", "Co", "C", "O", "C", "O", "C", "C", "C", "C", "C", "C", "C", "C", "C", "Co", "C", "O", "C", "O", "C", "O", "H", "H", "H", "H", "H", "H", "H"],
  "coordinates": [[3.70489, -1.21333, 1.22688], [3.85901, 0.00859, 1.13441], [2.78456, -1.76375, 1.85244], [-0.61725, 0.45324, -2.48235], [-0.29013, -0.40433, -1.77521], [0.26581, -1.76790, -0.80368], [-0.39891, -3.14083, -1.78793], [-0.65144, -4.04306, -2.46430], [1.98758, -1.95336, -1.28771], [3.07792, -2.13344, -1.62423], [-0.37165, -1.85533, 0.89331], [0.49433, -0.81544, 0.73416], [1.11200, 0.29382, 1.18710], [0.81284, 1.58578, 0.57378], [1.82978, 2.55336, 0.40510], [1.52743, 3.82904, -0.05865], [0.20343, 4.17961, -0.35772], [-0.80907, 3.22895, -0.21624], [-0.49908, 1.93057, 0.18988], [-2.16161, -1.84751, 0.05675], [-2.91190, -1.71560, 1.58643], [-3.38160, -1.60635, 2.63718], [-2.81805, -3.37500, -0.44449], [-3.30722, -4.38343, -0.72633], [-3.11623, -0.58849, -0.70544], [-3.82236, 0.22024, -1.13615], [-0.23674, -2.63819, 1.65065], [1.73092, 0.29114, 2.08417], [2.84898, 2.25064, 0.64826], [2.32427, 4.56000, -0.18260], [-0.02979, 5.18997, -0.69908], [-1.84890, 3.48600, -0.41956], [-1.29181, 1.18439, 0.31117]]
}

***

Entry 3:
{
  "formula": "C4H5NO2",
  "method": "the ωB97M-V functional and the def2-TZVPD basis",
  "largest_force_ha_per_bohr": 0.069,
  "spin_multiplicity": 1,
  "relative_energy_kcal_mol": 113.3,
  "smiles": "C=C(C#N)COO",
  "e_lumo_ev": 0.42,
  "e_tot_ha": -360.4889,
  "molar_mass_da": 99.09,
  "elements": ["C", "C", "C", "N", "C", "O", "O", "H", "H", "H", "H", "H"],
  "coordinates": [[-0.58228, -0.65376, -1.06307], [-1.08098, 0.03326, -0.01009], [-2.30321, -0.37065, 0.43072], [-3.34406, -0.69891, 0.75019], [-0.24136, 0.97385, 0.77458], [0.93137, 1.26896, 0.10160], [0.56061, 1.94218, -1.06353], [0.41701, -0.28499, -1.22759], [-1.00722, -1.59077, -1.50980], [-0.89029, 1.92144, 0.91076], [0.08526, 0.66320, 1.73964], [1.28211, 2.45839, -1.36528]]
}

***

Entry 4:
{
  "formula": "C2H6ClN5OP",
  "method": "the ωB97M-V functional and the def2-TZVPD basis",
  "largest_force_ha_per_bohr": 0.020,
  "spin_multiplicity": 1,
  "relative_energy_kcal_mol": 4.6,
  "smiles": "Nc1nc(N)n(P(O)Cl)[nH+]1",
  "total_charge": 1,
  "e_lumo_ev": -3.80,
  "e_tot_ha": -1230.1984,
  "molar_mass_da": 182.53,
  "elements": ["N", "C", "N", "C", "N", "N", "P", "O", "Cl", "N", "H", "H", "H", "H", "H", "H"],
  "coordinates": [[3.11044, 0.45208, 0.12338], [1.76296, 0.21190, 0.12854], [1.23041, -0.98134, -0.12207], [-0.08744, -0.80348, -0.02706], [-0.99494, -1.79408, -0.26368], [-0.37933, 0.47406, 0.29291], [-1.94624, 1.33360, 0.54214], [-2.90216, 0.12936, 0.94846], [-2.43989, 1.61758, -1.43472], [0.81602, 1.11211, 0.38551], [3.57581, -0.43676, -0.01779], [3.37532, 1.05112, -0.65220], [-1.10984, -2.51546, 0.41819], [-1.53426, -1.75450, -1.10501], [-3.40979, -0.18806, 0.18908], [0.93294, 2.09188, 0.59431]]
}

***

Entry 5:
{
  "formula": "C5H6O2",
  "method": "the ωB97M-V functional and the def2-TZVPD basis",
  "largest_force_ha_per_bohr": 0.020,
  "spin_multiplicity": 1,
  "relative_energy_kcal_mol": 42.1,
  "smiles": "CC1=COCC1=O",
  "e_lumo_ev": 0.54,
  "e_tot_ha": -344.5348,
  "molar_mass_da": 98.10,
  "elements": ["C", "C", "C", "O", "C", "C", "O", "H", "H", "H", "H", "H", "H"],
  "coordinates": [[1.29256, 0.67786, 1.07054], [0.43821, -0.40940, 0.47225], [0.73557, -0.61484, -0.82279], [-0.23656, -0.45797, -1.71985], [-1.44954, -0.34405, -0.94830], [-1.02625, -0.28844, 0.52738], [-1.79584, -0.08528, 1.44569], [0.89923, 1.61625, 0.61417], [2.35118, 0.64791, 0.76493], [1.17171, 0.67731, 2.13901], [1.75968, -0.72469, -1.16593], [-1.98779, 0.57273, -1.21406], [-2.02064, -1.23563, -1.18652]]
}

***

Entry 6:
{
  "formula": "C5H12BrN2",
  "method": "the ωB97M-V functional and the def2-TZVPD basis",
  "largest_force_ha_per_bohr": 0.080,
  "spin_multiplicity": 1,
  "relative_energy_kcal_mol": 138.6,
  "total_charge": 1,
  "e_lumo_ev": [-4.88, -4.88],
  "e_tot_ha": -2880.7931,
  "molar_mass_da": 180.07,
  "elements": ["C", "C", "C", "C", "C", "N", "N", "Br", "H", "H", "H", "H", "H", "H", "H", "H", "H", "H", "H", "H"],
  "coordinates": [[0.12434, -0.79895, -0.14593], [0.97258, 0.91542, -1.56383], [1.51446, -1.51853, -1.92273], [-2.09043, 0.79195, 0.92499], [-0.32721, 0.35347, 2.46453], [0.84065, -0.43006, -1.13596], [-0.65271, 0.78347, 1.14387], [-0.08432, -2.46739, 0.54697], [0.45089, 1.49795, -0.93974], [2.05895, 1.33024, -1.77454], [0.45269, 1.14490, -2.43170], [2.05319, -2.23576, -1.25248], [0.62191, -1.80048, -2.47735], [2.27782, -1.02356, -2.64553], [-2.35763, 1.01655, -0.19290], [-2.55709, 1.80410, 1.44547], [-2.58630, -0.05960, 1.52996], [0.72759, 0.41558, 2.51112], [-0.47183, -0.66932, 2.64802], [-0.96755, 0.95001, 3.26777]]
}